Record 1
CH2BrN3 | ωB97M-V with the def2-TZVPD basis set

## Properties
Structure (SMILES) ... n1c2[nH]n1-2.Br
E_LUMO (alpha / beta) ... -0.583 / -0.585 eV
Total energy ... -75575.9526 eV
HOMO-LUMO gap (alpha / beta) ... 0.3458 / 0.3458 Eh
HOMO level (alpha / beta) ... -10.0 / -10.0 eV

XYZ file:
```
7
CH2BrN3, DFT ωB97M-V with the def2-TZVPD basis set
N 0.7607 1.5695 0.0023
C 1.8382 0.8439 -0.0975
N 1.2048 -0.3066 -0.5874
N 0.2837 0.3299 0.1899
H 1.5606 -1.2006 -0.3723
Br -3.2238 -0.2534 0.0258
H -2.4242 -0.9827 0.8391
```



Record 2
C4H12O2S | ωB97M-V with the def2-TZVPD basis set

## Properties
<S²> ... 0.753
E_LUMO (alpha / beta) ... -4.026 / -9.258 eV
Total energy ... -19263.2345 eV
Spin multiplicity ... 2
Charge ... +1
HOMO-LUMO gap (alpha / beta) ... 0.3673 / 0.1748 Eh
HOMO level (alpha / beta) ... -14.0 / -14.0 eV

XYZ file:
```
19
C4H12O2S, DFT ωB97M-V with the def2-TZVPD basis set
C -1.7787 -0.2596 0.8352
O -1.8848 -1.2862 -0.1468
C -1.0211 0.9471 0.2783
C 0.4301 0.5278 -0.0075
C 1.2567 1.7079 -0.5335
S 2.8988 1.2386 -1.0157
H -2.8027 -0.0373 1.0926
H -1.2293 -0.6199 1.7138
H -1.0041 -1.4853 -0.4800
H -1.0011 1.7846 0.9789
H -1.5063 1.2644 -0.6388
H 0.4258 -0.2653 -0.7576
H 0.8659 0.1998 0.9385
H 0.7469 2.2422 -1.3369
H 1.4494 2.4350 0.2532
H 2.6236 0.4271 -2.0606
H 0.2811 -2.1874 0.4166
H 0.4212 -3.7314 0.3835
O 0.8283 -2.9019 0.0868
```



Record 3
CH2Cl2FPS | ωB97M-V with the def2-TZVPD basis set

## Properties
Structure (SMILES) ... FCP(=S)(Cl)Cl
E_LUMO ... -0.084 eV
Total energy ... -48956.6577 eV
HOMO-LUMO gap ... 0.3443 Eh
HOMO level ... -9.5 eV

XYZ file:
```
8
CH2Cl2FPS, DFT ωB97M-V with the def2-TZVPD basis set
F 0.9732 1.6832 -0.0341
C 1.0429 0.3771 0.3029
P -0.8770 -0.3204 -0.2653
S -1.1583 0.0526 -2.1401
Cl -2.1593 0.5318 1.0603
Cl -0.6247 -2.2398 0.2196
H 1.5985 -0.1598 -0.5383
H 1.2048 0.0754 1.3951
```



Record 4
CH2N4O | ωB97M-V with the def2-TZVPD basis set

## Properties
Structure (SMILES) ... Oc1nnn[nH]1
E_LUMO ... 0.506 eV
Total energy ... -9075.7994 eV
HOMO-LUMO gap ... 0.3964 Eh
HOMO level ... -10.3 eV

XYZ file:
```
8
CH2N4O, DFT ωB97M-V with the def2-TZVPD basis set
O -1.6471 -0.5583 0.0948
C -0.3662 -0.2552 0.0412
N 0.6163 -1.1075 0.1668
N 1.7637 -0.3518 0.0443
N 1.4759 0.9319 -0.1513
N 0.1350 0.9913 -0.1531
H -1.6344 -1.5224 0.2429
H -0.3432 1.8719 -0.2857
```



Record 5
C6H28O10 | ωB97M-V with the def2-TZVPD basis set

## Properties
<S²> ... 0.752
E_LUMO (alpha / beta) ... 2.527 / 2.405 eV
Total energy ... -27148.9237 eV
Spin multiplicity ... 2
Charge ... -1
HOMO-LUMO gap (alpha / beta) ... 0.0893 / 0.2661 Eh
HOMO level (alpha / beta) ... 0.1 / -4.8 eV

XYZ file:
```
44
C6H28O10, DFT ωB97M-V with the def2-TZVPD basis set
O -2.0345 -3.4725 -0.8213
C -0.9879 -3.5146 -0.1933
C -0.7874 -2.7881 1.0855
C -0.6872 -1.2439 0.9663
C 0.6589 -0.6352 1.0226
C 1.2193 -0.2329 2.1591
C 2.6268 0.2154 2.1269
H -0.2528 -4.2744 -0.5194
H -1.4739 -3.1102 1.9203
H 0.1349 -2.9838 1.6698
H -1.3292 -0.8703 0.1689
H -1.1814 -0.8667 1.8659
H 1.2147 -0.6820 0.0704
H 0.6477 -0.2257 3.1094
H 3.1933 -0.1192 1.2590
H 3.1848 -0.1572 3.0186
H 2.7333 1.2864 2.2509
H -2.8878 -2.4980 -2.3032
H -1.4890 -1.9539 -2.9689
O -2.4382 -1.8252 -2.8733
H 0.6883 3.3466 -1.7455
H 2.1133 3.0954 -1.8405
O 1.4358 3.5799 -2.3201
H -2.3081 -0.2783 -1.8330
H -2.5728 1.2701 -1.5857
O -1.8958 0.5794 -1.6166
H 2.7729 1.6056 -1.8908
H 2.2692 0.2337 -2.2935
O 2.9887 0.6645 -1.8073
H -0.7442 3.9657 2.4021
H 0.1269 3.0995 3.2394
O 0.1888 3.7974 2.5701
H -4.5936 1.9585 0.2538
H -3.0674 1.7839 0.8966
O -3.9810 1.4903 0.8186
H 0.1113 1.1411 -4.3333
H -0.5654 0.8879 -2.8415
O 0.0528 1.3837 -3.4083
H -0.1009 2.2659 1.3282
H -0.9738 1.0553 0.7926
O -0.8190 1.6686 1.5535
H 2.8388 -2.1269 0.5799
H 3.1490 -3.4410 -0.3741
O 2.8218 -3.0750 0.4417
```



Record 6
C17H15I2N6O2S2V | ωB97M-V with the def2-TZVPD basis set

## Properties
<S²> ... 0.765
E_LUMO (alpha / beta) ... -2.677 / -2.697 eV
Total energy ... -94465.0903 eV
Spin multiplicity ... 2
Charge ... +1
HOMO-LUMO gap (alpha / beta) ... 0.2427 / 0.2145 Eh
HOMO level (alpha / beta) ... -9.3 / -8.5 eV

XYZ file:
```
45
C17H15I2N6O2S2V, DFT ωB97M-V with the def2-TZVPD basis set
V 0.0563 0.1531 0.3723
N 1.1958 -2.8766 -1.2998
C -0.1199 -2.6994 -1.0283
N -0.5867 -1.7866 -0.2219
C -1.9594 -1.8642 -0.1014
C -2.5451 -2.8076 -0.8846
S -1.3560 -3.6814 -1.7803
C -2.5651 -0.9597 0.8517
C -3.8213 -0.9447 1.3702
S -3.9919 0.3511 2.5024
C -2.3277 0.8074 2.1874
N -1.7331 0.0232 1.3260
N -1.7470 1.8800 2.7250
H 1.8376 -2.5457 -0.5900
H 1.4569 -3.7287 -1.7739
H -3.5842 -3.0473 -0.9890
H -4.6307 -1.6197 1.1857
H -2.1753 2.3850 3.4815
H -0.7404 1.9566 2.5826
I 1.5316 3.4454 3.8376
C 2.5406 2.7791 2.1118
C 3.7527 3.3397 1.7189
C 4.3980 2.8899 0.5909
I 6.2476 3.7729 0.0803
C 3.8333 1.8804 -0.2230
C 4.4039 1.3328 -1.3881
C 3.6872 0.4015 -2.1000
C 2.4258 -0.0045 -1.6555
N 1.8705 0.4356 -0.5364
C 2.5709 1.3627 0.1678
C 1.9375 1.7730 1.3694
O 0.8140 1.1971 1.6767
H 4.1857 4.1276 2.3172
H 5.3836 1.6447 -1.7137
H 4.0890 -0.0291 -3.0032
H 1.8587 -0.7253 -2.2284
C -0.6489 0.2135 -3.6666
C -1.2910 0.9501 -2.5219
N -2.1976 1.8853 -2.8497
O -1.0410 0.7174 -1.3394
H -1.4100 -0.1837 -4.3337
H -0.0484 -0.6105 -3.2883
H -0.0101 0.8914 -4.2316
H -2.4045 2.1229 -3.8029
H -2.6280 2.4287 -2.1158
```



total energy of number 5 (C6H28O10)?
-27148.9237 eV



Number 5 is which compound?
C6H28O10



Which value of total energy does entry 6 give?
-94465.0903 eV